ORCA calculation (wB97M-V/def2-TZVPD) on C34H49N3O5RuS2Si as an isolated structure.

```
95
Properties=species:S:1:pos:R:3:forces:R:3:mulliken_spin:R:1
Ru -0.7044 -1.7348 -0.2982 0.286 0.553 -0.418 2.707
C -3.5656 -4.5524 1.2059 -0.018 -0.029 0.040 0.000
C -2.3851 -3.7134 0.8895 0.089 -0.105 0.073 0.089
N -2.3765 -2.8002 -0.0206 -0.312 -0.115 -0.100 -0.084
N -3.4655 -2.5029 -0.8045 0.396 -0.012 0.255 0.046
C -3.1107 -1.5958 -1.6774 0.189 0.157 -0.233 -0.011
O -1.8732 -1.0947 -1.7380 -0.319 -0.192 0.117 0.105
C -4.0735 -1.1007 -2.6601 0.017 0.031 0.067 0.005
C -5.4292 -1.4053 -2.5224 -0.033 -0.015 -0.053 -0.007
C -6.3339 -0.9328 -3.4551 0.016 -0.009 0.025 0.003
C -5.8895 -0.1659 -4.5254 -0.023 0.017 -0.035 -0.004
C -4.5409 0.1333 -4.6674 0.009 -0.008 0.025 0.001
C -3.6300 -0.3274 -3.7329 0.004 0.000 -0.036 0.000
C -1.0832 -3.8729 1.5836 -0.043 0.113 -0.155 0.020
C -0.8991 -4.7630 2.6147 0.041 -0.113 0.112 0.009
C 0.3596 -4.8711 3.2018 -0.052 -0.045 0.040 0.013
C 1.3972 -4.0907 2.7338 0.050 0.008 -0.007 0.007
C 1.1541 -3.2099 1.6921 -0.143 0.043 -0.041 0.029
N -0.0544 -3.0938 1.1339 0.056 -0.338 0.199 -0.003
H -4.4188 -4.2332 0.6172 -0.014 0.008 -0.006 0.001
H -3.8072 -4.4823 2.2686 -0.009 -0.003 -0.016 0.003
H -3.3508 -5.6002 0.9818 0.006 0.009 0.013 0.005
H -5.7621 -2.0116 -1.6917 0.001 0.012 0.007 -0.001
H -7.3855 -1.1632 -3.3526 0.005 0.000 -0.003 0.000
H -6.6000 0.1972 -5.2562 0.004 -0.002 0.003 0.000
H -4.2030 0.7223 -5.5092 -0.001 0.000 0.004 0.000
H -2.5765 -0.1068 -3.8351 -0.047 -0.025 0.004 0.003
H -1.7233 -5.3759 2.9510 0.026 -0.002 0.014 0.001
H 0.5206 -5.5687 4.0133 -0.004 0.002 -0.016 0.001
H 2.3900 -4.1571 3.1554 -0.013 0.008 -0.002 0.000
H 1.9298 -2.5756 1.2874 0.007 0.009 -0.003 0.006
C 4.8457 1.0144 -4.1016 -0.040 0.006 -0.059 0.001
C 4.9665 0.6541 -2.6340 -0.078 0.153 0.102 0.003
C 5.5097 1.8123 -1.8160 0.031 0.025 0.007 0.001
C 5.7778 -0.6073 -2.4319 0.027 -0.069 0.021 -0.001
O 3.6118 0.3388 -2.1529 0.051 -0.299 -0.097 0.052
Si 2.4131 1.1145 -1.4772 0.024 0.184 0.017 -0.124
S 1.1410 -0.7348 -0.9309 -0.156 -0.217 0.180 0.877
O 2.7441 1.7308 -0.0436 0.069 0.003 0.023 0.020
C 2.1645 2.8284 0.7281 -0.065 -0.063 -0.095 -0.002
C 2.7711 2.7091 2.1121 0.014 -0.024 0.069 -0.003
C 2.5558 4.1372 0.0648 0.052 0.019 -0.030 0.004
C 0.6562 2.6476 0.7660 -0.132 0.109 0.038 0.027
O 1.4522 2.0251 -2.3511 -0.204 0.061 -0.049 0.064
C 0.6306 1.9537 -3.5609 0.148 -0.052 0.007 0.000
C 0.9171 0.6603 -4.3061 -0.011 -0.026 0.002 0.017
C -0.8126 2.0275 -3.1001 -0.035 0.018 0.042 0.011
C 1.0125 3.1629 -4.3911 0.029 0.061 -0.035 0.000
H 5.8302 1.2429 -4.5103 -0.005 -0.008 0.003 0.000
H 4.2122 1.8943 -4.2357 0.020 -0.016 0.013 0.000
H 4.4241 0.1827 -4.6675 0.014 0.013 0.003 0.000
H 6.5253 2.0463 -2.1358 -0.010 -0.001 -0.001 0.000
H 5.5302 1.5625 -0.7547 0.000 0.001 -0.017 0.000
H 4.9012 2.7107 -1.9555 0.015 -0.018 -0.010 0.000
H 6.7855 -0.4661 -2.8230 -0.007 0.000 0.006 0.000
H 5.3172 -1.4435 -2.9584 0.013 0.011 0.000 0.000
H 5.8519 -0.8529 -1.3719 -0.010 0.005 -0.014 0.000
H 3.8591 2.7329 2.0540 -0.009 0.008 -0.002 0.000
H 2.4686 1.7734 2.5868 0.011 -0.002 -0.018 0.001
H 2.4422 3.5406 2.7368 -0.002 -0.013 -0.007 0.000
H 3.6417 4.2299 0.0175 -0.013 -0.002 0.012 0.000
H 2.1676 4.9778 0.6413 0.000 -0.008 -0.012 0.000
H 2.1518 4.1979 -0.9464 -0.015 -0.005 0.007 -0.001
H 0.3954 1.6636 1.1611 0.003 -0.041 0.019 -0.023
H 0.2216 2.7530 -0.2307 0.029 -0.002 0.059 -0.003
H 0.2135 3.4117 1.4092 -0.001 -0.021 -0.017 -0.001
H 0.6229 -0.2130 -3.7175 -0.006 0.017 0.003 -0.006
H 1.9756 0.5771 -4.5538 -0.013 0.008 0.004 0.002
H 0.3494 0.6394 -5.2371 0.002 0.009 0.011 0.000
H -1.0533 1.1874 -2.4455 0.010 0.000 0.008 -0.009
H -1.4816 1.9908 -3.9613 0.026 0.044 0.003 0.000
H -0.9961 2.9602 -2.5646 0.001 -0.013 -0.013 -0.001
H 2.0566 3.1042 -4.7010 -0.019 0.002 -0.002 -0.001
H 0.8682 4.0796 -3.8191 -0.003 -0.009 -0.008 -0.001
H 0.3912 3.2121 -5.2859 0.012 0.004 0.005 0.002
C -0.1798 -0.2093 7.9082 -0.014 -0.017 -0.059 0.000
C -0.7239 -0.3220 6.5118 0.038 0.036 0.068 0.002
C -1.6127 -1.3348 6.1678 -0.039 -0.040 -0.032 0.000
C -2.1378 -1.4164 4.8847 0.026 -0.007 0.071 0.004
C -1.7725 -0.4642 3.9447 0.131 0.094 0.125 0.004
C -0.8757 0.5555 4.2583 0.020 -0.086 0.077 -0.003
C -0.3575 0.6129 5.5356 0.028 0.033 -0.009 0.000
S -2.4741 -0.5959 2.3490 -0.158 -0.362 -0.232 0.017
C -3.3669 0.9291 2.2096 -0.012 0.174 -0.016 0.003
O -1.3134 -0.4169 1.3502 0.097 0.254 0.020 0.122
H -0.3345 -1.1261 8.4735 -0.003 0.002 -0.008 0.000
H -0.6813 0.6005 8.4414 -0.004 0.003 -0.007 0.000
H 0.8858 0.0190 7.8994 -0.009 0.000 -0.011 0.000
H -1.8996 -2.0680 6.9113 -0.007 0.015 -0.012 0.000
H -2.8352 -2.2050 4.6258 0.006 0.015 0.001 0.000
H -0.5758 1.2765 3.5092 0.003 0.033 -0.031 0.000
H 0.3429 1.3989 5.7919 -0.012 -0.010 0.002 0.000
H -2.6722 1.7561 2.3490 -0.042 0.029 -0.009 0.000
H -4.1426 0.9342 2.9749 0.006 0.017 -0.009 0.002
H -3.8121 0.9553 1.2161 0.000 0.013 0.017 0.002
```
Positions in Å, forces in eV/Å.

The calculation puts the lowest unoccupied orbital energy (alpha / beta) at -6.47 / -7.97 eV. Its total charge is +2. The calculation puts the maximum force at 0.75 eV Å⁻¹. The calculation puts the HOMO-LUMO gap (alpha / beta) at 7.18 / 5.63 eV. As for the spin multiplicity: 5. The calculation puts the energy at -82881.286 eV.



ORCA calculation (wB97M-V/def2-TZVPD) on C12H22ClN4 as an isolated structure.

```
39
Properties=species:S:1:pos:R:3:forces:R:3:lowdin_charge:R:1
C -34.0835 -26.4549 -23.6342 -1.595 1.139 -1.897 -0.095
C -33.7638 -27.7937 -23.1271 2.650 -0.529 0.704 -0.155
N -32.4803 -27.6594 -22.3379 0.398 -0.842 1.390 -0.054
C -31.2608 -27.0298 -22.6691 -1.087 0.359 1.409 0.030
C -30.4677 -27.1767 -21.5386 -1.212 -0.446 -2.337 -0.138
N -31.0243 -28.1422 -20.7846 -1.800 0.795 1.801 -0.080
C -32.2824 -28.2705 -21.1693 -1.574 -1.201 -1.189 -0.059
C -30.4943 -28.7550 -19.5951 0.992 -2.061 1.355 -0.012
H -34.0654 -25.5583 -23.0147 0.457 -0.536 0.620 0.097
H -35.1202 -26.4828 -23.9698 -0.101 0.026 -0.299 0.086
H -33.4990 -26.2559 -24.5324 0.054 0.217 0.067 0.084
H -33.3927 -28.4802 -23.8882 -0.795 0.111 -0.553 0.133
H -34.5577 -28.3089 -22.5864 0.371 0.246 0.507 0.129
H -31.1994 -26.4630 -23.5864 0.281 0.124 0.360 0.125
H -29.4782 -26.8779 -21.2253 -0.375 0.674 -0.389 -0.206
H -33.0657 -28.8638 -20.7211 0.302 -0.088 0.199 0.162
H -29.9573 -29.6743 -19.8289 0.505 0.215 -0.819 0.097
H -31.1986 -29.2518 -18.9277 -1.015 0.883 -0.248 0.096
H -29.8025 -28.2328 -18.9343 -0.263 0.884 -0.695 0.104
C -25.6577 -26.7576 -23.1101 0.402 1.512 -0.718 -0.164
C -25.3900 -27.1593 -21.6464 1.202 -1.295 -1.690 -0.324
N -24.1787 -28.0432 -21.6400 2.971 -2.125 0.282 -0.030
C -22.9173 -27.7043 -21.1084 0.154 -2.349 -1.629 0.033
C -22.0571 -28.7902 -21.4027 -0.956 1.513 0.761 -0.007
N -22.7688 -29.7562 -22.0509 -2.159 2.917 1.496 -0.142
C -24.0633 -29.3509 -22.1327 0.114 2.751 1.142 0.027
C -22.3102 -31.0381 -22.3817 -0.007 -1.685 -0.820 -0.010
H -26.5479 -26.1458 -23.2556 -0.099 -0.499 0.546 0.021
H -25.7182 -27.5404 -23.8662 0.073 -0.455 0.477 0.075
H -24.9343 -26.0350 -23.4877 0.815 -0.260 0.139 0.070
H -26.2396 -27.7520 -21.3072 1.217 -0.153 0.272 -0.077
H -25.2124 -26.3016 -20.9976 0.066 -0.302 -0.032 0.117
H -22.7141 -26.7660 -20.6137 -0.102 -0.121 -0.167 0.129
H -21.0600 -29.0606 -21.0879 0.054 0.586 -0.130 0.131
H -24.9377 -29.9704 -22.2675 0.227 0.013 -0.651 0.166
H -23.0952 -31.7018 -22.0192 0.421 -0.569 -0.291 0.110
H -21.3452 -31.2899 -21.9418 -0.225 0.246 0.187 0.111
H -22.2081 -31.0831 -23.4660 -0.030 -0.388 0.031 0.113
Cl -27.8603 -26.9398 -21.4357 -0.334 0.695 0.810 0.310
```
Positions in Å, forces in eV/Å.

The calculation puts the lowest unoccupied orbital energy at -2.24 eV. Its total charge is +1. The calculation puts the maximum force at 3.93 eV Å⁻¹. The calculation puts the HOMO-LUMO gap at 7.57 eV. The calculation puts the energy at -31274.386 eV.



ORCA calculation (wB97M-V/def2-TZVPD) on one molecule with the formula C6H14O2.

```
22
Properties=species:S:1:pos:R:3:forces:R:3:lowdin_charge:R:1
C 1.2589 -0.5988 0.4014 -0.737 -0.188 0.616 -0.619
C -1.1245 0.6561 0.3885 -1.984 -0.810 -0.989 -0.397
C -0.2118 -0.3878 1.0086 2.072 0.215 0.066 -0.088
C 1.2709 -1.1081 -1.0306 0.101 -0.324 -0.228 -0.004
C -0.5114 1.8289 -0.3606 0.058 0.315 0.094 -0.085
C -2.2056 -0.0809 -0.5316 0.655 0.921 0.745 -0.066
O 2.0309 0.5765 0.5211 -0.291 0.424 -0.321 0.003
O 1.9221 -1.5714 1.1946 -0.444 -0.362 0.146 -0.007
H 2.8706 0.3984 0.0652 -0.312 0.079 0.272 0.110
H 1.8087 -1.2889 2.1171 0.156 -0.139 -0.345 0.102
H -1.7095 1.0850 1.2134 0.093 -0.080 -0.090 0.125
H -0.0592 -0.0984 2.0571 0.286 -0.043 -0.078 0.117
H -0.6851 -1.3759 1.0613 0.131 0.192 -0.273 0.120
H 2.2939 -1.3662 -1.3351 -0.082 0.035 0.232 0.091
H 0.9193 -0.3607 -1.7447 -0.139 -0.031 0.256 0.077
H 0.6748 -2.0198 -1.1323 0.007 0.172 0.054 0.094
H -0.0414 1.5268 -1.2995 0.132 0.033 0.177 0.068
H 0.2076 2.3654 0.2650 0.082 -0.181 -0.222 0.078
H -1.2876 2.5565 -0.6230 -0.058 -0.207 0.040 0.078
H -2.9638 0.6481 -0.8353 0.114 -0.120 -0.149 0.068
H -2.7228 -0.8740 0.0176 0.185 0.066 -0.018 0.068
H -1.7350 -0.5108 -1.4184 -0.023 0.030 0.014 0.067
```
Positions in Å, forces in eV/Å.

The calculation puts the lowest unoccupied orbital energy at 0.85 eV. The calculation puts the maximum force at 2.36 eV Å⁻¹. The calculation puts the HOMO-LUMO gap at 11.18 eV. The calculation puts the energy at -10544.081 eV.



ORCA calculation (wB97M-V/def2-TZVPD) on a 4-piece molecular cluster, C12H26F2N7O5 overall.

```
52
Properties=species:S:1:pos:R:3:forces:R:3:lowdin_charge:R:1
N 2.9811 -7.0215 -1.9175 -0.118 0.575 -0.046 0.187
C 2.6120 -6.2615 -2.9984 -0.133 -0.654 -0.124 -0.306
N 3.3904 -5.1709 -3.4059 0.249 -0.717 -1.023 0.168
N 1.4769 -6.5618 -3.6651 0.144 0.621 1.190 0.149
N 0.3252 -6.6423 -2.8686 -0.432 -0.561 -0.637 0.091
C -0.6761 -7.4985 -3.4714 0.159 -0.568 0.168 -0.455
O -0.5421 -8.6627 -3.5415 0.032 0.265 -0.235 0.247
F -1.7009 -6.8192 -3.9527 0.136 -0.088 0.406 0.194
C -0.0753 -5.2785 -2.5379 -0.016 -0.031 0.264 -0.474
O -0.5747 -4.4897 -3.2402 -0.193 0.281 -0.475 0.245
F 0.2867 -5.0346 -1.3064 0.174 -0.084 0.311 0.200
H 3.9997 -7.1041 -1.9466 0.028 0.540 0.333 0.138
H 2.7175 -6.6518 -1.0021 -0.274 -0.431 0.047 0.144
H 2.7560 -4.3722 -3.5002 -0.043 -0.108 -0.085 0.126
H 3.8011 -5.2666 -4.3407 0.391 -0.035 0.239 0.136
H 1.4473 -6.8092 -4.6501 -0.114 1.019 -0.235 0.203
C -0.5549 -0.1906 0.6015 0.219 -0.296 0.111 -0.017
C -0.3624 -1.4716 -0.1580 -0.093 -0.037 -0.025 -0.543
O 0.2298 -2.4448 0.2942 0.065 -0.032 -0.074 0.006
N -0.8831 -1.5195 -1.4158 0.075 0.000 0.073 0.006
C -1.6021 -0.4820 -2.1318 0.028 -0.179 -0.039 -0.065
H -0.0922 -0.2928 1.5793 0.005 -0.067 -0.008 0.086
H -0.0957 0.6427 0.0727 -0.146 -0.066 0.107 0.052
H -1.6160 0.0222 0.7306 0.011 0.116 -0.055 0.091
H -0.7290 -2.4044 -1.8708 -0.095 0.048 -0.094 0.096
H -2.6029 -0.8267 -2.3977 -0.032 0.063 0.027 0.083
H -1.0768 -0.2188 -3.0515 -0.005 0.080 0.015 0.083
H -1.6885 0.4097 -1.5181 0.032 0.017 -0.012 0.068
C -1.7999 4.6684 -0.3216 -0.018 -0.083 -0.004 -0.002
C -0.5674 3.8466 -0.0280 0.005 0.006 -0.070 -0.545
O -0.5811 2.6180 -0.1018 -0.097 0.334 -0.044 -0.011
N 0.5520 4.5039 0.3290 -0.055 0.001 -0.089 0.023
C 0.7481 5.9352 0.4913 0.175 -0.070 0.120 -0.060
H -2.6075 3.9934 -0.5875 0.024 -0.035 0.004 0.081
H -2.0956 5.2491 0.5528 0.010 0.060 -0.032 0.085
H -1.6204 5.3517 -1.1516 -0.012 0.059 0.041 0.088
H 1.3401 3.9010 0.5105 0.006 0.030 0.061 0.147
H 1.5271 6.2923 -0.1834 -0.057 0.007 -0.064 0.086
H 1.0508 6.1301 1.5182 -0.040 0.100 -0.002 0.059
H -0.1696 6.4737 0.2804 -0.017 -0.015 -0.021 0.075
C 0.0560 5.0807 5.7228 0.041 0.033 -0.033 -0.007
C 0.2496 4.7212 4.2693 -0.017 -0.066 -0.066 -0.536
O 1.1059 5.2539 3.5787 0.040 0.016 0.069 0.020
N -0.5660 3.7722 3.7401 -0.021 0.049 0.037 0.017
C -1.6292 3.0347 4.3939 0.078 -0.018 -0.198 -0.071
H 0.7806 5.8452 5.9838 0.018 0.002 -0.040 0.084
H -0.9479 5.4695 5.8963 -0.013 -0.044 0.044 0.086
H 0.2125 4.2110 6.3615 -0.057 0.003 0.024 0.086
H -0.3806 3.5755 2.7673 0.008 -0.036 0.010 0.119
H -1.4238 1.9637 4.3629 -0.025 -0.011 0.063 0.083
H -2.5818 3.2153 3.8935 -0.036 0.001 0.059 0.083
H -1.7216 3.3387 5.4311 0.003 0.007 0.009 0.072
```
Positions in Å, forces in eV/Å.

The calculation puts the lowest unoccupied orbital energy at -6.30 eV. Its total charge is +1. The calculation puts the maximum force at 1.35 eV Å⁻¹. The calculation puts the HOMO-LUMO gap at 4.62 eV. The calculation puts the energy at -38960.402 eV.



ORCA calculation (wB97M-V/def2-TZVPD) on one molecule with the formula C3H7NO2S.

```
14
Properties=species:S:1:pos:R:3:forces:R:3:lowdin_charge:R:1
C 0.8984 0.6168 0.0072 -0.450 0.548 0.185 -0.257
C 0.8457 -0.8541 -0.3778 0.875 -0.272 0.114 -0.538
S 2.4218 -1.6538 0.0956 0.291 -0.105 -0.191 0.701
N -0.3932 1.2939 -0.0956 -1.360 -0.090 0.090 0.059
C -1.5054 0.6768 0.4292 0.581 -0.176 -0.072 -0.616
O -2.5933 0.8849 -0.3684 -0.063 0.293 -0.360 0.089
O -1.5150 0.0126 1.4296 -0.130 -0.405 0.043 0.104
H 1.2507 0.7248 1.0309 0.133 -0.095 -0.007 0.108
H 1.5780 1.1495 -0.6565 0.125 -0.028 0.136 0.119
H 0.7714 -0.9917 -1.4472 -0.150 0.102 -0.299 0.063
H 0.0601 -1.4183 0.0895 -0.438 0.071 0.289 0.060
H 2.0274 -2.4209 1.1221 -0.229 0.198 -0.043 -0.149
H -0.6891 1.8774 -0.8616 0.819 -0.178 -0.446 0.135
H -3.1574 0.1020 -0.3970 -0.005 0.138 0.561 0.123
```
Positions in Å, forces in eV/Å.

The calculation puts the lowest unoccupied orbital energy at 0.60 eV. The calculation puts the maximum force at 1.37 eV Å⁻¹. The calculation puts the HOMO-LUMO gap at 9.85 eV. The calculation puts the energy at -19645.196 eV.



ORCA calculation (wB97M-V/def2-TZVPD) on a 2-piece molecular cluster, C7H7F3NO3S overall.

```
22
Properties=species:S:1:pos:R:3:forces:R:3:lowdin_charge:R:1
C 1.3861 -0.4113 0.7171 4.592 -1.586 -1.510 -0.143
C 0.6089 -0.0003 1.8289 -2.823 -0.048 -1.956 -0.067
C 0.9869 -0.3135 -0.5476 -1.812 -0.336 -1.498 -0.038
C -0.6974 0.2202 1.5961 -1.195 0.926 1.621 -0.072
C -0.4157 0.2948 -0.8387 3.364 1.538 -2.186 -0.413
C -1.3160 0.2314 0.2887 -2.004 -3.691 -0.431 -0.281
C -2.1220 -1.6488 0.0499 2.210 1.027 1.295 -0.381
N -0.9136 -0.0239 -2.1680 -0.292 1.915 -0.030 0.047
O -2.9874 1.4343 -1.2631 -0.335 0.178 1.657 -0.370
O -3.7102 1.1080 1.1097 0.381 -0.396 -0.542 -0.338
O -1.8678 2.6308 0.6079 -0.791 -0.955 -0.598 -0.355
F -2.9268 -1.8912 1.1064 0.559 -0.167 -0.762 0.095
F -2.7504 -2.0086 -1.0647 -0.481 0.446 0.106 0.109
F -1.0352 -2.5918 0.0996 -1.417 1.375 0.376 0.014
S -2.6416 1.4395 0.1814 0.202 1.908 -0.528 0.473
H 2.4879 -0.8508 0.7958 -2.395 0.988 0.473 0.132
H 0.9533 0.0947 2.7817 1.223 0.131 2.416 0.071
H 1.5116 -0.6712 -1.4909 -0.386 0.565 1.623 0.126
H -1.4721 0.5728 2.3205 1.270 -0.555 0.112 0.130
H -0.1089 1.3733 -0.9888 -0.464 -0.477 0.651 0.173
H -1.1562 -0.9682 -2.1800 -0.597 -1.769 -0.263 0.022
H -1.7968 0.5519 -2.2592 1.192 -1.018 -0.025 0.066
```
Positions in Å, forces in eV/Å.

The calculation puts the lowest unoccupied orbital energy at 3.33 eV. Its total charge is -1. The calculation puts the maximum force at 5.09 eV Å⁻¹. The calculation puts the HOMO-LUMO gap at 8.67 eV. The calculation puts the energy at -33992.298 eV.